w | DFT (ωB97M-V with the def2-TZVPD basis set) results for 2 unconnected molecules or ions with the total composition C3H9N.

Output
SMILES = C=NC.C
HOMO-LUMO gap = 10.5 eV

Bonds (Å) are listed after each position.
Positions of all 13 atoms, in Å:
1 C -0.29 0.39 1.73  N2 1.264, H4 1.094, H5 1.093
2 N 0.31 -0.10 0.73  C1 1.264, C3 1.473
3 C 0.37 -1.57 0.73  N2 1.473, H6 1.094, H7 1.100, H8 1.080
4 H -0.72 1.40 1.79  C1 1.094
5 H -0.30 -0.09 2.71  C1 1.093
6 H 0.42 -2.01 1.73  C3 1.094
7 H -0.56 -1.94 0.28  C3 1.100
8 H 1.20 -1.85 0.10  C3 1.080
9 C -0.09 1.16 -1.95  H10 1.094, H11 1.084, H12 1.107, H13 1.085
10 H -0.90 1.85 -2.22  C9 1.094
11 H -0.50 0.17 -1.80  C9 1.084
12 H 0.63 1.11 -2.79  C9 1.107
13 H 0.43 1.50 -1.05  C9 1.085

---

x | DFT (ωB97M-V with the def2-TZVPD basis set) results for C3H9N in the gas phase.

Output
SMILES = CC(C)N
HOMO-LUMO gap = 10.2 eV

Bonds (Å) are listed after each position.
Positions of all 13 atoms, in Å:
1 C -1.09 0.88 0.26  C2 1.552, H5 1.085, H6 1.099, H7 1.091
2 C -0.19 -0.37 0.08  C1 1.552, C3 1.571, N4 1.450, H8 1.104
3 C 0.70 -0.44 -1.21  C2 1.571, H9 1.102, H10 1.077, H11 1.077
4 N 0.59 -0.50 1.30  C2 1.450, H12 1.005, H13 1.010
5 H -1.32 1.51 -0.59  C1 1.085
6 H -2.02 0.51 0.71  C1 1.099
7 H -0.66 1.52 1.04  C1 1.091
8 H -0.93 -1.18 0.11  C2 1.104
9 H 0.81 0.61 -1.52  C3 1.102
10 H 1.69 -0.85 -1.07  C3 1.077
11 H 0.04 -0.68 -2.03  C3 1.077
12 H 1.18 -1.31 1.45  N4 1.005
13 H 1.20 0.29 1.46  N4 1.010

---

The most stable arrangement is x, and the next structure is 79.6 kJ/mol less stable.

---

w | DFT (ωB97M-V with the def2-TZVPD basis set) results for 2 unconnected molecules or ions with the total composition C3H7NOS.

Output
expectation value of S² = 2.006
2S+1 = 3
HOMO-LUMO gap (alpha / beta) = 6.9 / 7.5 eV

Bonds (Å) are listed after each position.
Positions of all 13 atoms, in Å:
1 C 2.02 0.74 0.60  C3 1.473, H7 1.048, H8 1.043, H9 1.171
2 C -2.00 -0.84 -1.00  S6 1.613, H10 1.043, H11 1.148
3 C 0.90 0.55 -0.35  C1 1.473, N4 1.298, H12 1.064
4 N -0.25 0.02 -0.11  C3 1.298, O5 1.419
5 O -0.55 -0.19 1.26  N4 1.419, H13 1.012
6 S -3.09 -1.42 0.03  C2 1.613
7 H 2.16 -0.18 1.08  C1 1.048
8 H 1.58 1.33 1.34  C1 1.043
9 H 2.97 1.16 0.05  C1 1.171
10 H -1.97 0.18 -1.20  C2 1.043
11 H -1.34 -1.50 -1.67  C2 1.148
12 H 1.02 0.78 -1.38  C3 1.064
13 H -1.45 -0.65 1.33  O5 1.012

---

x | DFT (ωB97M-V with the def2-TZVPD basis set) results for 2 unconnected molecules or ions with the total composition C3H7NOS.

Output
expectation value of S² = 2.007
2S+1 = 3
HOMO-LUMO gap (alpha / beta) = 8.6 / 7.1 eV

Bonds (Å) are listed after each position.
Positions of all 13 atoms, in Å:
1 C -1.08 -1.68 -0.64  C3 1.303, H7 1.119, H8 1.086
2 C -1.62 1.73 -0.74  H9 1.162, H10 1.130
3 C 0.11 -1.36 -0.22  C1 1.303, S6 1.926, H11 1.069
4 N 1.52 0.51 1.36  S6 1.699, H12 1.012, H13 1.038
5 O 1.94 0.31 -1.14  S6 1.439
6 S 0.85 0.42 -0.20  C3 1.926, N4 1.699, O5 1.439
7 H -1.31 -2.75 -0.88  C1 1.119
8 H -1.98 -1.07 -0.66  C1 1.086
9 H -0.87 2.62 -0.66  C2 1.162
10 H -2.00 1.83 0.32  C2 1.130
11 H 1.05 -1.86 -0.28  C3 1.069
12 H 2.49 0.68 1.59  N4 1.012
13 H 0.90 0.63 2.17  N4 1.038

---

The most stable arrangement is w, and the next structure is 152.8 kJ/mol less stable.

---

w | DFT (ωB97M-V with the def2-TZVPD basis set) results for 2 unconnected molecules or ions with the total composition C11H14NO.

Output
total charge = +1
HOMO-LUMO gap (alpha / beta) = 4.6 / 4.6 eV

Bonds (Å) are listed after each position.
Positions of all 27 atoms, in Å:
1 C -0.93 2.01 4.67  C2 1.393, C3 1.394, H14 1.078
2 C 0.16 1.16 4.82  C1 1.393, C4 1.373, H15 1.078
3 C -1.72 1.94 3.52  C1 1.394, C5 1.371, H16 1.079
4 C 0.48 0.25 3.85  C2 1.373, C6 1.421, H17 1.078
5 C -1.43 1.05 2.52  C3 1.371, C6 1.429, H18 1.076
6 C -0.31 0.18 2.67  C4 1.421, C5 1.429, C7 1.350
7 C -0.03 -0.67 1.65  C6 1.350, O13 1.150
8 C 1.18 -0.42 -1.81  C9 1.463, N12 1.475, H19 1.081
9 C 0.46 -0.70 -3.04  C8 1.463, C10 1.512, C11 1.508, N12 1.496
10 C 0.87 -0.10 -4.36  C9 1.512, H20 1.091, H21 1.087, H22 1.092
11 C -0.98 -1.16 -2.97  C9 1.508, H23 1.086, H24 1.086, H25 1.083
12 N 1.45 -1.69 -2.50  C8 1.475, C9 1.496, H26 1.020, H27 1.018
13 O 0.20 -1.26 0.69  C7 1.150
14 H -1.17 2.72 5.44  C1 1.078
15 H 0.77 1.22 5.71  C2 1.078
16 H -2.57 2.60 3.41  C3 1.079
17 H 1.33 -0.41 3.96  C4 1.078
18 H -2.02 1.00 1.62  C5 1.076
19 H 2.01 0.28 -1.80  C8 1.081
20 H 1.89 0.28 -4.32  C10 1.091
21 H 0.21 0.74 -4.60  C10 1.087
22 H 0.79 -0.83 -5.17  C10 1.092
23 H -1.22 -1.84 -3.79  C11 1.086
24 H -1.63 -0.30 -3.05  C11 1.086
25 H -1.18 -1.66 -2.03  C11 1.083
26 H 2.31 -1.85 -3.03  N12 1.020
27 H 1.09 -2.54 -2.07  N12 1.018

---

x | DFT (ωB97M-V with the def2-TZVPD basis set) results for a gas-phase ion, C11H14NO (charge +1).

Output
total charge = +1
SMILES = O=C[N+]1(c2ccccc2)CCCC1
HOMO-LUMO gap = 9.6 eV

Bonds (Å) are listed after each position.
Positions of all 27 atoms, in Å:
1 O 1.02 0.97 -2.67  C2 1.173
2 C 0.71 -0.11 -2.34  O1 1.173, N3 1.677, H14 1.143
3 N 0.62 -0.53 -0.72  C2 1.677, C4 1.548, C10 1.486, C13 1.394
4 C -0.63 0.36 -0.49  N3 1.548, C5 1.404, C9 1.377
5 C -1.80 0.01 -1.18  C4 1.404, C6 1.390, H15 1.096
6 C -2.96 0.68 -0.83  C5 1.390, C7 1.451, H16 1.069
7 C -2.90 1.85 0.03  C6 1.451, C8 1.364, H17 1.058
8 C -1.72 2.24 0.58  C7 1.364, C9 1.401, H18 1.033
9 C -0.57 1.48 0.31  C4 1.377, C8 1.401, H19 1.174
10 C 0.22 -1.94 -0.48  N3 1.486, C11 1.554, H20 1.180, H21 1.073
11 C 0.66 -2.10 1.00  C10 1.554, C12 1.565, H22 1.135, H23 1.090
12 C 1.48 -0.83 1.40  C11 1.565, C13 1.573, H24 1.131, H25 1.036
13 C 1.78 -0.19 0.00  N3 1.394, C12 1.573, H26 1.156, H27 1.059
14 H 0.40 -1.04 -2.94  C2 1.143
15 H -1.82 -0.80 -1.93  C5 1.096
16 H -3.86 0.49 -1.37  C6 1.069
17 H -3.82 2.31 0.29  C7 1.058
18 H -1.74 2.96 1.32  C8 1.033
19 H 0.42 2.04 0.59  C9 1.174
20 H 0.85 -2.73 -1.09  C10 1.180
21 H -0.81 -2.14 -0.68  C10 1.073
22 H 1.33 -2.97 1.29  C11 1.135
23 H -0.28 -2.22 1.54  C11 1.090
24 H 0.78 -0.19 2.03  C12 1.131
25 H 2.42 -1.02 1.79  C12 1.036
26 H 1.76 0.96 0.11  C13 1.156
27 H 2.66 -0.60 -0.42  C13 1.059

---

The most stable arrangement is x, and the next structure is 171.6 kJ/mol less stable.

---

w | DFT (ωB97M-V with the def2-TZVPD basis set) results for 2 unconnected molecules or ions with the total composition C2H5N2S.

Output
total charge = +1
HOMO-LUMO gap (alpha / beta) = 7.9 / 7.9 eV

Bonds (Å) are listed after each position.
Positions of all 10 atoms, in Å:
1 C -0.23 0.36 0.17  N3 1.229, N4 1.589
2 C 2.12 0.34 0.16  S5 1.544, H6 1.152
3 N -0.63 1.47 -0.19  C1 1.229, H7 1.065
4 N -1.17 -0.92 0.04  C1 1.589, H8 1.004, H9 1.002, H10 1.005
5 S 3.50 -0.34 0.29  C2 1.544
6 H 1.86 1.44 -0.05  C2 1.152
7 H -1.64 1.46 -0.53  N3 1.065
8 H -2.07 -0.92 -0.41  N4 1.004
9 H -1.19 -1.33 0.95  N4 1.002
10 H -0.56 -1.56 -0.44  N4 1.005

---

x | DFT (ωB97M-V with the def2-TZVPD basis set) results for a gas-phase ion, C2H5N2S (charge +1).

Output
total charge = +1
SMILES = [H]/N=C1\S[C@H]1[NH3+]
HOMO-LUMO gap = 9.8 eV

Bonds (Å) are listed after each position.
Positions of all 10 atoms, in Å:
1 H -2.43 1.66 -0.64  N2 1.020
2 N -1.44 1.44 -0.65  H1 1.020, C3 1.271
3 C -1.09 0.36 -0.07  N2 1.271, S4 1.734, C5 1.422
4 S -1.30 -1.31 0.33  C3 1.734, C5 1.777
5 C 0.04 -0.17 0.61  C3 1.422, S4 1.777, N6 1.548, H7 1.102
6 N 1.34 -0.44 -0.19  C5 1.548, H8 1.023, H9 0.967, H10 1.048
7 H 0.11 0.15 1.66  C5 1.102
8 H 1.14 -1.29 -0.73  N6 1.023
9 H 1.96 -0.75 0.48  N6 0.967
10 H 1.68 0.35 -0.79  N6 1.048

---

y | DFT (ωB97M-V with the def2-TZVPD basis set) results for a gas-phase ion, C2H5N2S (charge +1).

Output
total charge = +1
SMILES = [H]/N=C1\S[C@H]1[NH3+]
HOMO-LUMO gap = 10.0 eV

Bonds (Å) are listed after each position.
Positions of all 10 atoms, in Å:
1 H -0.77 -0.45 -2.94  N2 1.032
2 N -1.00 -0.30 -1.94  H1 1.032, C3 1.237
3 C -0.20 -0.65 -1.06  N2 1.237, S4 1.782, C5 1.486
4 S 1.23 -1.49 -0.40  C3 1.782, C5 1.779
5 C -0.02 -0.50 0.41  C3 1.486, S4 1.779, N6 1.497, H7 1.243
6 N 0.30 0.85 0.98  C5 1.497, H8 1.034, H9 1.141, H10 0.947
7 H -0.69 -1.00 1.32  C5 1.243
8 H 1.13 1.31 0.58  N6 1.034
9 H 0.55 0.91 2.09  N6 1.141
10 H -0.53 1.31 0.97  N6 0.947

---

The most stable arrangement is x, and the next structure is 30.1 kJ/mol less stable.